Below is a 2-piece molecular cluster, C20H22Br2N overall at a distorted geometry, with properties calculated with the ωB97M-V functional and the def2-TZVPD basis.

Properties
Total charge: +1
E (eV): -162664.00301
HOMO level (eV): -11.27
Orbital gap (eV): 5.72
LUMO energy (hartree): -0.204

XYZ file:
```
45
Properties=species:S:1:pos:R:3:forces:R:3
C 0.959 -1.266 1.732 -0.140 -0.533 0.572
N 1.891 -0.782 0.774 0.287 0.620 -0.243
C 3.140 -0.254 1.346 -0.113 -0.151 0.046
C 4.276 -0.671 0.407 0.108 -0.321 -0.182
C 3.643 -1.641 -0.641 0.463 -0.054 0.114
C 2.162 -1.748 -0.288 -0.113 -0.108 0.119
H -0.012 -1.397 1.251 0.110 -0.246 0.180
H 1.283 -2.245 2.136 -0.200 0.217 0.116
H 0.857 -0.552 2.559 -0.062 -0.166 -0.075
H 3.068 0.836 1.420 0.071 -0.103 0.152
H 3.306 -0.649 2.365 -0.114 0.088 -0.288
H 4.720 0.201 -0.088 -0.025 -0.273 0.162
H 5.056 -1.188 0.989 -0.197 0.330 -0.366
H 3.774 -1.264 -1.663 0.081 -0.150 0.281
H 4.112 -2.638 -0.569 -0.157 0.527 -0.208
H 1.917 -2.763 0.064 0.022 0.147 -0.075
H 1.514 -1.532 -1.141 -0.022 -0.090 -0.092
Br 2.303 5.195 -3.535 -0.050 -0.232 0.125
C 1.728 3.781 -2.442 -0.413 -0.571 0.545
C 2.223 3.653 -1.134 0.302 0.129 -0.250
C 1.721 2.674 -0.297 -0.439 0.306 0.191
C 0.632 1.871 -0.704 0.331 -0.173 -0.327
C -0.135 1.169 0.281 -0.276 0.117 -0.032
C -1.337 0.499 -0.009 0.033 -0.380 0.708
C -2.049 -0.207 0.970 0.080 1.342 -0.611
C -3.352 -0.753 0.749 -0.441 -0.525 -0.413
C -4.109 -1.249 1.840 0.140 -0.144 -0.389
C -5.340 -1.858 1.629 -0.078 0.121 -0.304
C -5.858 -2.003 0.325 1.039 0.699 0.286
Br -7.492 -2.861 0.038 0.104 0.057 0.040
C -5.137 -1.469 -0.762 0.311 0.244 0.191
C -3.906 -0.845 -0.561 -0.375 -0.427 0.409
C 0.287 1.859 -2.079 0.284 0.845 0.207
C 0.789 2.848 -2.923 0.205 -0.241 0.304
H 2.989 4.341 -0.777 -0.149 -0.244 -0.137
H 2.127 2.546 0.712 -0.315 0.296 -0.330
H 0.090 1.416 1.337 0.153 -0.675 -0.634
H -1.753 0.564 -1.022 0.361 -0.120 0.567
H -1.644 -0.279 1.986 -0.146 0.162 -0.365
H -3.695 -1.158 2.850 -0.264 -0.082 -0.355
H -5.921 -2.207 2.470 0.027 -0.093 0.008
H -5.545 -1.524 -1.765 0.012 -0.101 0.115
H -3.353 -0.466 -1.427 -0.371 -0.228 0.382
H -0.386 1.098 -2.455 -0.098 0.269 -0.098
H 0.458 2.917 -3.949 0.032 -0.087 -0.044
```
Positions in Å, forces in eV/Å.